(1)
{"formula": "C31H40BHfN13S", "method": "wB97M-V/def2-TZVPD", "species": ["Hf", "C", "N", "C", "C", "C", "C", "C", "C", "C", "N", "C", "C", "C", "C", "C", "C", "N", "C", "C", "H", "H", "H", "H", "H", "H", "H", "H", "H", "H", "H", "H", "H", "H", "H", "H", "H", "H", "H", "H", "C", "C", "N", "N", "C", "B", "N", "C", "C", "C", "N", "N", "C", "C", "C", "N", "N", "C", "C", "C", "N", "H", "H", "H", "H", "H", "H", "H", "H", "H", "H", "H", "H", "C", "N", "C", "S", "N", "C", "H", "H", "H", "H", "H", "H", "H", "H"], "xyz": [[-0.14865, 0.09859, 0.39420], [-2.58524, -1.99835, 1.49559], [-2.09881, -1.51251, 0.15786], [-1.92151, -2.70806, -0.71495], [-3.13609, -0.61742, -0.34172], [-4.18077, -1.01784, -1.14965], [-5.11380, -0.07924, -1.58009], [-4.99515, 1.25694, -1.20789], [-3.98374, 1.65176, -0.35679], [-3.06603, 0.70586, 0.11555], [-2.02069, 0.94231, 1.01925], [-2.08619, 1.74026, 2.10984], [-3.18994, 2.54543, 2.48415], [-3.09660, 3.38783, 3.56438], [-1.92254, 3.42765, 4.32285], [-0.85867, 2.56731, 4.02950], [-0.93168, 1.72885, 2.94887], [0.08682, 0.70620, 2.68312], [-0.16899, -0.38493, 3.69366], [1.47352, 1.22294, 2.93039], [-3.48216, -2.60113, 1.34799], [-1.82014, -2.60172, 1.96951], [-2.84827, -1.15613, 2.13008], [-2.71728, -3.43021, -0.53516], [-1.92263, -2.42792, -1.76052], [-0.97342, -3.17689, -0.48121], [-4.28006, -2.04939, -1.46171], [-5.92902, -0.39504, -2.21887], [-5.69939, 1.98841, -1.58264], [-3.87236, 2.69646, -0.09876], [-4.11878, 2.48406, 1.93647], [-3.93972, 4.01055, 3.83370], [-1.84638, 4.09764, 5.17095], [0.00801, 2.57415, 4.67712], [0.02469, 0.00578, 4.69313], [-1.20716, -0.70358, 3.64558], [0.48953, -1.22690, 3.50878], [1.58316, 1.55436, 3.96070], [2.17793, 0.41540, 2.77109], [1.69757, 2.04747, 2.26018], [-0.72500, -0.13949, -4.05048], [-1.23664, -0.21560, -2.77875], [-0.34533, 0.22568, -1.86183], [0.76090, 0.62272, -2.59279], [0.54240, 0.40091, -3.88890], [1.79345, 1.59425, -1.94617], [2.63275, 0.80778, -0.90300], [3.96108, 0.77790, -0.82260], [4.32864, -0.12578, 0.16369], [3.13879, -0.63484, 0.63084], [2.08281, -0.07789, -0.01680], [0.94043, 2.63859, -1.17480], [0.69058, 3.90775, -1.49641], [-0.02753, 4.49904, -0.46976], [-0.20414, 3.49067, 0.45195], [0.37344, 2.33788, 0.03457], [2.72984, 2.25670, -2.90284], [3.49006, 3.38126, -2.68088], [4.37413, 3.49044, -3.70984], [4.10344, 2.36682, -4.52792], [3.12814, 1.62409, -4.04229], [-1.20203, -0.42971, -4.97255], [-2.22175, -0.52806, -2.49348], [1.30356, 0.66190, -4.60902], [4.57719, 1.38579, -1.46981], [5.32667, -0.38897, 0.47515], [2.99299, -1.38569, 1.38477], [1.05041, 4.32636, -2.42451], [-0.37078, 5.52008, -0.40725], [-0.68924, 3.56557, 1.40875], [3.36319, 4.00304, -1.80621], [5.12176, 4.25416, -3.85666], [4.58545, 2.08408, -5.45340], [1.37669, -6.50424, 1.17029], [1.01691, -5.08859, 1.38817], [1.19838, -4.01909, 0.63157], [0.73535, -2.49692, 1.35056], [1.71079, -4.02125, -0.59049], [2.24421, -5.13868, -1.39134], [1.26580, -7.00990, 2.12412], [2.40793, -6.61099, 0.85242], [0.71202, -6.97821, 0.45347], [0.59284, -4.88003, 2.27708], [1.85392, -3.10371, -0.97661], [1.54496, -5.96557, -1.42902], [3.20490, -5.47761, -1.01229], [2.38631, -4.77163, -2.40318]], "charge": 3, "multiplicity": 2, "de_lowest_ev": 0.8537, "homo_lumo_gap_ev": [7.36, 4.98], "e_tot_ev": -64967.30298, "lumo_energy_ev": [-8.55, -10.93]}



(2)
{"formula": "C20H33Al2BBrClF12KLiN3O8", "method": "wB97M-V/def2-TZVPD", "species": ["C", "C", "O", "N", "C", "C", "C", "C", "C", "C", "C", "C", "C", "N", "N", "B", "C", "O", "H", "H", "H", "H", "H", "H", "H", "H", "H", "H", "H", "H", "H", "H", "H", "H", "H", "H", "H", "H", "H", "Cl", "C", "C", "O", "H", "H", "H", "H", "H", "H", "F", "Al", "F", "F", "F", "Li", "C", "O", "O", "O", "H", "C", "C", "C", "F", "F", "F", "F", "O", "C", "C", "F", "F", "F", "F", "H", "H", "H", "H", "K", "O", "H", "Al", "Br"], "xyz": [[2.90063, 0.80863, -1.83498], [1.42659, 0.94433, -1.43549], [0.62074, 0.46168, -2.53944], [-0.55344, 1.20113, -2.82315], [-1.42914, 1.47751, -1.68685], [-2.85683, 1.75351, -2.09274], [-3.80528, 2.03821, -1.11948], [-5.12190, 2.31860, -1.43669], [-5.50358, 2.32491, -2.78557], [-6.92029, 2.69608, -3.06474], [-4.58827, 2.01353, -3.77586], [-3.27712, 1.72925, -3.41183], [-0.24660, 2.39710, -3.47665], [-0.33067, 2.49432, -4.83594], [0.16020, 3.44402, -2.74352], [-0.86825, 4.55397, -2.30634], [-1.98887, 5.05808, -3.26326], [-0.70531, 5.08552, -1.09224], [3.01491, 0.81440, -2.91451], [3.36895, -0.04966, -1.37556], [3.41853, 1.69991, -1.48171], [1.25242, 0.30515, -0.57878], [1.23106, 1.98220, -1.19980], [-1.05945, 2.31527, -1.09865], [-1.42597, 0.60657, -1.03756], [-3.55956, 2.09644, -0.01152], [-5.81731, 2.53651, -0.64418], [-6.95133, 2.82816, -4.34164], [-7.65130, 2.00262, -2.67931], [-7.12695, 3.70103, -2.70549], [-4.89700, 2.00446, -4.80839], [-2.58226, 1.46916, -4.19274], [0.32588, 1.98975, -5.40741], [-1.09030, 2.99961, -5.25606], [0.96134, 3.85999, -3.22043], [-1.63679, 5.20384, -4.28472], [-2.28129, 6.04257, -2.90879], [-2.88193, 4.43617, -3.24473], [-1.09161, 4.56591, -0.35746], [-8.13361, 2.44159, -5.34899], [6.65123, -2.59448, -1.64496], [5.32345, -2.28904, -2.30163], [5.32279, -0.88356, -2.64375], [6.73434, -1.93614, -0.76421], [6.73293, -3.62596, -1.30422], [7.49692, -2.38398, -2.30511], [4.50264, -2.45296, -1.60467], [5.13837, -2.89673, -3.18629], [6.02751, -0.72985, -3.29117], [2.36823, -0.46485, 2.96983], [1.43545, -1.27110, 1.83488], [0.08672, -0.45957, 1.34666], [1.10060, -2.80322, 2.48124], [2.59610, -1.54004, 0.57968], [4.30182, -1.73988, 2.08491], [-1.37985, 8.84315, 0.43996], [-0.45460, 8.78689, -0.40760], [-2.09214, 7.64206, 0.58196], [-1.72931, 9.79525, 1.13014], [-1.58005, 7.12290, -0.06030], [0.47659, -4.77716, 5.96433], [1.76137, -5.24744, 5.26522], [1.69178, -5.46763, 3.75310], [0.81231, -6.44979, 3.45079], [2.91910, -5.86468, 3.32036], [2.23776, -6.35862, 5.88916], [2.67136, -4.26021, 5.46038], [-0.31301, -5.76558, 6.63089], [-1.26337, -6.49964, 5.98985], [-0.89520, -7.98721, 6.02068], [0.29713, -8.23257, 5.45235], [-1.81646, -8.72535, 5.38029], [-1.50398, -6.08199, 4.75210], [-2.41284, -6.39248, 6.69656], [0.81880, -4.13390, 6.77229], [-0.12994, -4.14385, 5.31837], [1.41371, -4.54435, 3.23809], [-0.84135, -8.32648, 7.05355], [-0.20466, -9.27354, 8.53698], [4.86241, 1.67909, 2.71428], [4.04910, 1.20431, 2.94114], [6.61170, -0.06347, -0.85728], [-2.12447, 2.94167, 1.14433]], "charge": 1, "multiplicity": 1, "homo_lumo_gap_ev": 1.58, "e_tot_ev": -187689.76425, "lumo_energy_ev": -6.28}